The molecule C5H8N2O2S. Source: the Open Molecules 2025 dataset; level of theory: ωB97M-V with the def2-TZVPD basis set.

Values from the calculation:
Multiplicity: 1
ΔE to the lowest compared entry with this formula, charge and spin (eV): 4.550
Charge: 0
HOMO-LUMO gap (eV): 7.49
E (eV): -23221.548

Geometry as XYZ:
```
18
Properties=species:S:1:pos:R:3:mulliken_charge:R:1
S 1.65 -1.10 -2.30 0.408
O 2.40 0.03 -2.88 -0.548
O 2.59 -1.67 -1.05 -0.398
N 1.89 0.14 0.23 -0.569
N -0.89 1.01 0.36 -0.312
C 0.50 -1.78 0.21 -0.740
C -1.73 2.20 0.40 -0.912
C -0.74 -1.36 0.66 -0.539
C 1.52 -0.99 -0.37 0.747
C -1.52 -0.06 0.65 0.209
H -2.79 1.96 0.55 0.282
H 2.20 0.86 -0.42 0.288
H 0.71 -2.81 0.14 0.453
H -1.54 2.70 -0.45 0.352
H 1.09 0.45 0.76 0.319
H -1.36 -2.05 1.10 0.317
H -2.48 -0.25 1.02 0.352
H -1.51 2.71 1.38 0.289
```